(1)
69
Properties=species:S:1:pos:R:3:lowdin_charge:R:1 method="wB97M-V/def2-TZVPD" spin_multiplicity=1 lumo_energy_ev="-6.33 / -6.33" gap_ha="0.234 / 0.234" total_charge=+2 total_energy_ev=-51308.715
C 3.204 -1.792 -3.415 -0.039
C 2.350 -0.893 -2.768 -0.227
C 0.950 -1.210 -2.664 -0.225
C 0.451 -2.435 -3.111 -0.154
C 1.325 -3.295 -3.798 -0.004
C 2.684 -2.986 -3.940 -0.048
C -0.981 -2.777 -2.816 -0.073
C -1.801 -1.527 -3.004 -0.155
C -1.238 -0.291 -2.619 -0.217
C -1.989 0.930 -2.720 -0.220
C -3.293 0.876 -3.225 -0.041
C -3.828 -0.347 -3.657 -0.044
C -3.069 -1.523 -3.564 -0.013
H 4.269 -1.613 -3.477 0.118
H 0.903 -4.227 -4.173 0.123
H 3.344 -3.696 -4.430 0.113
H -1.333 -3.562 -3.483 0.129
H -3.932 1.773 -3.237 0.126
H -4.845 -0.383 -4.008 0.109
H -3.472 -2.463 -3.906 0.120
N 0.058 -0.309 -2.047 -0.174
Zr 0.068 -0.280 0.038 1.207
C 2.907 0.279 -1.994 -0.262
H 2.353 1.212 -2.170 0.095
H 3.977 0.448 -2.193 0.105
C -1.476 2.212 -2.058 -0.268
H -0.511 2.543 -2.483 0.102
H -2.210 3.041 -2.121 0.106
P 2.815 -0.117 -0.190 0.771
P -1.208 1.905 -0.258 0.779
C -2.921 1.928 0.362 -0.228
H -2.945 1.646 1.424 0.042
H -3.325 2.943 0.240 0.070
H -3.541 1.211 -0.192 0.058
C -0.509 3.465 0.354 -0.239
H -1.176 4.285 0.040 0.070
H -0.439 3.428 1.455 0.030
H 0.502 3.603 -0.064 0.052
C 4.173 -1.275 0.051 -0.210
H 5.130 -0.799 -0.203 0.076
H 4.184 -1.591 1.103 0.064
H 4.020 -2.158 -0.580 0.063
C 3.283 1.383 0.699 -0.250
H 3.287 1.183 1.780 0.043
H 4.293 1.675 0.381 0.067
H 2.591 2.212 0.486 0.042
H -1.101 -3.284 -1.876 0.118
H 1.614 -1.280 0.300 -0.073
C 0.806 2.050 4.115 -0.022
N -0.073 0.889 4.241 -0.123
C -0.237 0.364 5.591 -0.029
C -0.307 0.167 3.120 -0.399
N 0.392 0.497 2.019 -0.076
N -1.243 -0.799 3.087 -0.103
C -2.350 -0.894 4.058 -0.018
C -1.412 -1.501 1.785 -0.069
H 0.843 2.534 5.087 0.108
H 0.390 2.741 3.368 0.087
H 1.832 1.770 3.808 0.105
H -1.239 0.634 5.981 0.102
H -0.118 -0.737 5.621 0.107
H 0.538 0.822 6.230 0.107
H 1.018 1.268 2.245 0.016
H -3.196 -1.427 3.602 0.103
H -2.055 -1.462 4.959 0.099
H -2.718 0.101 4.372 0.108
H -1.829 -0.805 1.006 0.058
H -0.462 -1.998 1.521 0.078
H -2.172 -2.280 1.914 0.127

(2)
68
Properties=species:S:1:pos:R:3:lowdin_charge:R:1 method="wB97M-V/def2-TZVPD" spin_multiplicity=1 smiles=c1ccc(CNCc2ccc(CN3CCCNCCNCCCNCC3)cc2)nc1 lumo_energy_ev=0.82 gap_ha=0.322 total_energy_ev=-34444.914
C -2.356 -1.562 1.990 -0.077
C -3.293 -0.575 2.252 -0.061
C -4.382 -0.450 1.409 -0.030
C -4.489 -1.310 0.319 -0.288
C -5.653 -1.231 -0.642 -0.171
N -5.858 0.055 -1.281 -0.063
C -4.764 0.490 -2.135 -0.176
C -3.531 0.989 -1.416 -0.228
C -2.288 0.401 -1.607 -0.027
C -1.164 0.911 -0.984 -0.026
C -1.257 1.999 -0.127 -0.212
C -0.025 2.604 0.490 -0.154
N 0.974 1.618 0.865 -0.187
C 2.283 2.230 1.035 -0.197
C 2.939 2.505 -0.327 -0.168
C 4.394 2.025 -0.354 -0.239
N 4.476 0.580 -0.228 -0.078
C 4.320 -0.137 -1.482 -0.227
C 4.747 -1.608 -1.333 -0.222
N 4.030 -2.431 -0.388 -0.077
C 2.849 -3.125 -0.851 -0.231
C 1.540 -2.322 -0.951 -0.171
C 1.007 -1.875 0.408 -0.241
N 1.963 -1.023 1.093 -0.067
C 1.459 -0.368 2.278 -0.200
C 0.530 0.834 2.005 -0.172
C -2.506 2.566 0.092 -0.035
C -3.623 2.077 -0.557 -0.051
N -3.584 -2.244 0.065 0.116
C -2.552 -2.368 0.880 -0.149
H -1.502 -1.707 2.633 0.093
H -3.181 0.080 3.105 0.109
H -5.140 0.296 1.595 0.113
H -6.576 -1.477 -0.105 0.121
H -5.499 -1.979 -1.423 0.116
H -6.052 0.767 -0.584 0.092
H -4.502 -0.346 -2.787 0.120
H -5.158 1.301 -2.760 0.122
H -2.198 -0.454 -2.261 0.115
H -0.195 0.470 -1.162 0.102
H -0.314 3.233 1.353 0.128
H 0.429 3.266 -0.256 0.129
H 2.918 1.530 1.575 0.099
H 2.221 3.158 1.631 0.126
H 2.917 3.569 -0.567 0.107
H 2.376 1.976 -1.096 0.105
H 4.926 2.477 0.488 0.119
H 4.872 2.381 -1.285 0.111
H 5.367 0.318 0.183 0.115
H 4.934 0.313 -2.286 0.115
H 3.276 -0.067 -1.795 0.094
H 5.801 -1.609 -1.021 0.108
H 4.695 -2.085 -2.316 0.113
H 3.806 -1.909 0.455 0.080
H 3.077 -3.555 -1.832 0.110
H 2.682 -3.955 -0.155 0.111
H 1.688 -1.449 -1.588 0.091
H 0.785 -2.952 -1.426 0.109
H 0.032 -1.382 0.257 0.084
H 0.840 -2.756 1.041 0.120
H 2.295 -0.304 0.456 0.073
H 0.922 -1.101 2.887 0.109
H 2.327 -0.039 2.860 0.106
H 0.453 1.445 2.925 0.127
H -0.474 0.474 1.761 0.091
H -2.600 3.413 0.757 0.110
H -4.580 2.558 -0.401 0.113
H -1.854 -3.155 0.629 0.103

(3)
69
Properties=species:S:1:pos:R:3:lowdin_charge:R:1 method="wB97M-V/def2-TZVPD" spin_multiplicity=5 lumo_energy_ev="-11.71 / -15.63" gap_ha="0.224 / 0.183" total_charge=+4 total_energy_ev=-61378.442
P 2.682 -0.655 -0.487 0.894
C 3.328 -0.745 1.202 -0.236
H 4.406 -0.958 1.156 0.090
H 2.800 -1.537 1.742 0.030
H 3.148 0.214 1.698 0.052
C 3.072 -2.317 -1.140 -0.196
H 3.206 -2.313 -2.224 0.055
H 2.232 -2.979 -0.882 0.048
H 3.981 -2.673 -0.639 0.082
C 3.833 0.599 -1.182 -0.188
H 4.809 0.143 -1.377 0.089
H 3.931 1.393 -0.430 0.073
H 3.420 1.037 -2.101 0.037
P -0.898 2.889 -1.398 0.850
C -1.043 3.678 0.226 -0.219
H -1.461 4.682 0.076 0.088
H -0.060 3.737 0.697 0.052
H -1.706 3.066 0.841 0.048
C 0.301 4.016 -2.221 -0.194
H 0.222 4.007 -3.312 0.062
H 1.322 3.721 -1.941 0.058
H 0.130 5.040 -1.851 0.081
C -2.628 3.039 -1.977 -0.187
H -2.838 4.065 -2.290 0.085
H -3.270 2.786 -1.123 0.067
H -2.859 2.353 -2.792 0.036
P -1.977 -2.023 -0.366 0.929
C -2.638 -2.326 1.280 -0.195
H -3.304 -3.198 1.234 0.094
H -3.192 -1.435 1.599 0.068
H -1.817 -2.507 1.976 0.030
C -3.489 -1.855 -1.360 -0.164
H -4.257 -2.472 -0.879 0.087
H -3.353 -2.168 -2.397 0.062
H -3.823 -0.808 -1.340 0.075
C -0.944 -3.467 -0.750 -0.180
H -1.584 -4.362 -0.820 0.096
H -0.222 -3.598 0.072 0.054
H -0.379 -3.354 -1.687 0.031
Os -0.022 0.268 -1.697 1.159
C 0.872 1.109 -0.233 -0.471
O 1.278 1.720 0.692 0.084
C -1.424 0.141 -0.353 -0.499
O -2.159 0.606 0.482 0.013
C -1.328 0.042 -3.452 -0.155
C -0.788 -1.245 -3.288 -0.146
C 0.590 -1.436 -3.361 -0.072
C 1.441 -0.335 -3.375 -0.161
C 0.927 0.956 -3.549 -0.161
C -0.467 1.135 -3.654 -0.193
H -2.403 0.209 -3.442 0.141
H -1.461 -2.086 -3.181 0.112
H 1.004 -2.441 -3.280 0.140
H 2.516 -0.474 -3.314 0.119
H 1.598 1.810 -3.603 0.141
H -0.879 2.114 -3.860 0.114
N 0.356 -1.556 1.754 0.212
C 0.239 -1.140 2.845 -0.106
C 0.163 -0.665 4.184 -0.151
C -1.067 -0.230 4.722 0.093
C -1.135 0.108 6.079 0.103
C 0.035 0.101 6.863 0.059
C 1.269 -0.259 6.301 0.066
C 1.348 -0.611 4.951 0.116
H -1.957 -0.156 4.080 0.153
H -2.100 0.366 6.532 0.167
H -0.026 0.368 7.925 0.157
H 2.181 -0.289 6.916 0.162
H 2.316 -0.844 4.487 0.160

What did the second record say?
68
Properties=species:S:1:pos:R:3:lowdin_charge:R:1 method="wB97M-V/def2-TZVPD" spin_multiplicity=1 smiles=c1ccc(CNCc2ccc(CN3CCCNCCNCCCNCC3)cc2)nc1 lumo_energy_ev=0.82 gap_ha=0.322 total_energy_ev=-34444.914
C -2.356 -1.562 1.990 -0.077
C -3.293 -0.575 2.252 -0.061
C -4.382 -0.450 1.409 -0.030
C -4.489 -1.310 0.319 -0.288
C -5.653 -1.231 -0.642 -0.171
N -5.858 0.055 -1.281 -0.063
C -4.764 0.490 -2.135 -0.176
C -3.531 0.989 -1.416 -0.228
C -2.288 0.401 -1.607 -0.027
C -1.164 0.911 -0.984 -0.026
C -1.257 1.999 -0.127 -0.212
C -0.025 2.604 0.490 -0.154
N 0.974 1.618 0.865 -0.187
C 2.283 2.230 1.035 -0.197
C 2.939 2.505 -0.327 -0.168
C 4.394 2.025 -0.354 -0.239
N 4.476 0.580 -0.228 -0.078
C 4.320 -0.137 -1.482 -0.227
C 4.747 -1.608 -1.333 -0.222
N 4.030 -2.431 -0.388 -0.077
C 2.849 -3.125 -0.851 -0.231
C 1.540 -2.322 -0.951 -0.171
C 1.007 -1.875 0.408 -0.241
N 1.963 -1.023 1.093 -0.067
C 1.459 -0.368 2.278 -0.200
C 0.530 0.834 2.005 -0.172
C -2.506 2.566 0.092 -0.035
C -3.623 2.077 -0.557 -0.051
N -3.584 -2.244 0.065 0.116
C -2.552 -2.368 0.880 -0.149
H -1.502 -1.707 2.633 0.093
H -3.181 0.080 3.105 0.109
H -5.140 0.296 1.595 0.113
H -6.576 -1.477 -0.105 0.121
H -5.499 -1.979 -1.423 0.116
H -6.052 0.767 -0.584 0.092
H -4.502 -0.346 -2.787 0.120
H -5.158 1.301 -2.760 0.122
H -2.198 -0.454 -2.261 0.115
H -0.195 0.470 -1.162 0.102
H -0.314 3.233 1.353 0.128
H 0.429 3.266 -0.256 0.129
H 2.918 1.530 1.575 0.099
H 2.221 3.158 1.631 0.126
H 2.917 3.569 -0.567 0.107
H 2.376 1.976 -1.096 0.105
H 4.926 2.477 0.488 0.119
H 4.872 2.381 -1.285 0.111
H 5.367 0.318 0.183 0.115
H 4.934 0.313 -2.286 0.115
H 3.276 -0.067 -1.795 0.094
H 5.801 -1.609 -1.021 0.108
H 4.695 -2.085 -2.316 0.113
H 3.806 -1.909 0.455 0.080
H 3.077 -3.555 -1.832 0.110
H 2.682 -3.955 -0.155 0.111
H 1.688 -1.449 -1.588 0.091
H 0.785 -2.952 -1.426 0.109
H 0.032 -1.382 0.257 0.084
H 0.840 -2.756 1.041 0.120
H 2.295 -0.304 0.456 0.073
H 0.922 -1.101 2.887 0.109
H 2.327 -0.039 2.860 0.106
H 0.453 1.445 2.925 0.127
H -0.474 0.474 1.761 0.091
H -2.600 3.413 0.757 0.110
H -4.580 2.558 -0.401 0.113
H -1.854 -3.155 0.629 0.103